Molecular formula: C23H65BN19O38
Method: DFT, ωB97M-V/def2-TZVPD

Last column: Mulliken charge in e.
Cartesian coordinates (Å):
1 C -0.01 0.44 0.88  -0.750
2 O -1.42 0.52 1.14  -0.609
3 B -2.25 0.07 0.19  0.502
4 O -1.85 -0.71 -0.84  0.001
5 N -3.72 0.43 0.28  0.128
6 C -4.27 1.47 -0.21  -0.563
7 C -5.74 1.44 -0.15  -0.158
8 C -6.03 0.33 0.87  -0.721
9 C -4.73 -0.47 0.91  -0.426
10 H 0.37 -0.57 1.05  0.301
11 H 0.20 0.75 -0.14  0.332
12 H 0.48 1.13 1.57  0.339
13 H -2.51 -0.81 -1.54  0.203
14 H -3.68 2.25 -0.69  0.706
15 H -6.01 1.05 -1.15  0.092
16 H -6.27 2.38 -0.11  0.367
17 H -6.82 -0.30 0.48  0.166
18 H -6.31 0.71 1.85  0.375
19 H -4.81 -1.40 0.33  0.314
20 H -4.39 -0.73 1.91  0.269
21 C -1.95 -1.69 -5.28  -0.585
22 N -2.99 -1.12 -4.39  1.013
23 O -3.28 -1.77 -3.40  -0.621
24 O -3.49 -0.05 -4.67  -0.529
25 H -1.62 -2.62 -4.83  0.135
26 H -2.39 -1.84 -6.26  0.298
27 H -1.14 -0.96 -5.34  0.326
28 C 1.18 -4.47 -2.57  -0.743
29 N 1.03 -3.95 -3.96  0.974
30 O 0.00 -4.18 -4.57  -0.586
31 O 1.96 -3.31 -4.40  -0.530
32 H 0.27 -5.00 -2.31  0.351
33 H 2.04 -5.13 -2.56  0.334
34 H 1.35 -3.62 -1.93  0.219
35 C -1.45 -1.05 4.12  -0.455
36 N -0.41 -2.12 4.16  1.004
37 O -0.78 -3.27 4.24  -0.602
38 O 0.75 -1.76 4.05  -0.488
39 H -2.42 -1.52 4.20  0.323
40 H -1.27 -0.36 4.94  0.313
41 H -1.32 -0.56 3.16  -0.026
42 C -6.15 2.46 -4.35  -0.771
43 N -7.17 3.01 -3.43  1.073
44 O -7.49 2.34 -2.46  -0.582
45 O -7.63 4.11 -3.68  -0.569
46 H -5.82 1.50 -3.98  0.291
47 H -6.61 2.38 -5.34  0.321
48 H -5.34 3.18 -4.38  0.232
49 C 2.86 -0.12 5.63  -1.024
50 N 3.96 0.64 6.26  1.153
51 O 4.37 1.65 5.73  -0.555
52 O 4.41 0.18 7.30  -0.596
53 H 2.56 0.40 4.73  0.317
54 H 3.23 -1.12 5.41  0.387
55 H 2.05 -0.17 6.35  0.274
56 C -8.72 -3.62 -0.99  -0.779
57 N -7.70 -2.65 -0.52  0.848
58 O -7.44 -1.69 -1.21  -0.488
59 O -7.16 -2.88 0.55  -0.504
60 H -9.10 -3.27 -1.95  0.332
61 H -8.23 -4.58 -1.08  0.298
62 H -9.50 -3.66 -0.24  0.300
63 C -6.06 5.60 -1.19  -0.806
64 N -4.94 4.65 -0.97  0.954
65 O -4.45 4.10 -1.94  -0.485
66 O -4.55 4.45 0.17  -0.530
67 H -6.24 5.64 -2.26  0.257
68 H -6.92 5.23 -0.64  0.305
69 H -5.75 6.57 -0.81  0.337
70 C 1.69 3.13 9.11  -0.637
71 N 0.95 2.21 8.21  0.861
72 O -0.04 1.65 8.64  -0.521
73 O 1.38 2.08 7.08  -0.505
74 H 1.19 3.14 10.07  0.304
75 H 2.71 2.75 9.18  0.205
76 H 1.70 4.11 8.64  0.296
77 C 2.78 0.75 -2.07  -0.679
78 N 3.67 -0.39 -1.73  0.889
79 O 3.13 -1.45 -1.48  -0.441
80 O 4.86 -0.18 -1.69  -0.535
81 H 1.76 0.37 -2.07  0.158
82 H 2.93 1.51 -1.31  0.305
83 H 3.07 1.14 -3.04  0.318
84 C 1.29 -4.25 2.64  -0.725
85 N 1.27 -4.68 1.21  0.971
86 O 1.40 -3.84 0.35  -0.538
87 O 1.12 -5.86 1.00  -0.565
88 H 1.44 -3.17 2.67  0.184
89 H 0.35 -4.54 3.08  0.345
90 H 2.11 -4.78 3.12  0.316
91 C 6.72 2.22 7.84  -0.748
92 N 7.84 2.94 8.49  0.932
93 O 8.26 3.95 7.97  -0.537
94 O 8.28 2.46 9.52  -0.536
95 H 6.43 2.76 6.94  0.334
96 H 7.06 1.22 7.61  0.304
97 H 5.90 2.17 8.55  0.246
98 C 5.10 -2.90 8.54  -0.501
99 N 4.30 -3.73 7.60  0.903
100 O 3.29 -4.26 8.02  -0.536
101 O 4.71 -3.81 6.46  -0.529
102 H 4.61 -2.90 9.50  0.289
103 H 6.10 -3.32 8.60  0.305
104 H 5.13 -1.91 8.09  0.105
105 C 5.23 -2.77 -4.94  -0.446
106 N 6.54 -3.46 -4.82  0.944
107 O 6.58 -4.52 -4.23  -0.549
108 O 7.49 -2.92 -5.35  -0.565
109 H 4.48 -3.36 -4.43  0.174
110 H 5.35 -1.79 -4.49  0.263
111 H 5.02 -2.67 -6.00  0.192
112 C -0.83 -7.49 -5.49  -0.602
113 N -2.25 -7.88 -5.27  0.894
114 O -3.10 -7.02 -5.43  -0.535
115 O -2.47 -9.02 -4.95  -0.531
116 H -0.80 -6.45 -5.77  0.216
117 H -0.30 -7.68 -4.56  0.247
118 H -0.43 -8.13 -6.28  0.302
119 C -3.33 7.16 -4.71  -0.652
120 N -4.54 7.85 -4.19  0.870
121 O -4.96 7.51 -3.10  -0.519
122 O -5.01 8.73 -4.87  -0.512
123 H -3.03 6.41 -3.99  0.230
124 H -3.60 6.71 -5.66  0.271
125 H -2.56 7.92 -4.86  0.295
126 C 11.32 3.68 8.61  -0.691
127 N 12.72 3.21 8.37  0.883
128 O 12.99 2.06 8.66  -0.525
129 O 13.49 4.01 7.88  -0.538
130 H 10.76 2.87 9.05  0.302
131 H 11.38 4.53 9.28  0.276
132 H 10.92 3.99 7.66  0.290
133 C 7.30 -2.72 -8.83  -0.638
134 N 6.23 -1.70 -8.67  0.894
135 O 6.52 -0.53 -8.79  -0.526
136 O 5.12 -2.11 -8.40  -0.545
137 H 8.24 -2.21 -9.03  0.281
138 H 7.34 -3.26 -7.89  0.219
139 H 7.01 -3.37 -9.64  0.302
140 C -8.11 5.93 -7.20  -0.760
141 N -7.20 4.77 -6.98  0.928
142 O -7.69 3.67 -6.86  -0.544
143 O -6.01 5.01 -6.91  -0.516
144 H -9.13 5.55 -7.23  0.317
145 H -7.96 6.62 -6.38  0.284
146 H -7.82 6.39 -8.14  0.295

Calculated values
- LUMO: -2.92 eV
- E_tot: -4837.897791 hartree
- Charge: +1
- Frontier orbital gap: 8.68 eV



Molecular formula: C5H11NO
Method: DFT, ωB97M-V/def2-TZVPD

Last column: natural (NBO) charge in e.
Cartesian coordinates (Å):
1 C -0.96 -1.48 -0.42  -0.624
2 C -0.52 -0.01 -0.63  -0.036
3 C -1.32 0.95 0.33  -0.657
4 N 0.94 0.14 -0.46  -0.475
5 C 1.62 -0.67 0.55  -0.428
6 C 1.18 1.49 -0.34  0.554
7 O 0.76 2.31 -1.12  -0.564
8 H -0.77 -1.82 0.60  0.204
9 H -2.04 -1.54 -0.59  0.221
10 H -0.52 -2.26 -1.07  0.222
11 H -0.72 0.23 -1.67  0.218
12 H -1.11 2.03 0.46  0.238
13 H -2.33 0.95 -0.07  0.220
14 H -1.29 0.58 1.36  0.201
15 H 1.16 -0.73 1.55  0.182
16 H 1.76 -1.69 0.18  0.212
17 H 2.62 -0.23 0.68  0.211
18 H 1.53 1.76 0.68  0.101

Calculated values
- LUMO: 0.95 eV
- Energy relative to the best compared isomer or geometry (same formula, charge and spin): 149.17 kJ/mol
- E_tot: -327.074531 hartree
- Frontier orbital gap: 10.26 eV



Molecular formula: C18H23N3O4
Method: DFT, ωB97M-V/def2-TZVPD

Last column: natural (NBO) charge in e.
Cartesian coordinates (Å):
1 O 1.36 0.18 -1.01  -0.629
2 O -0.48 -0.01 3.39  -0.598
3 O 3.22 -2.05 1.10  -0.416
4 O 3.62 -0.35 -1.08  -0.492
5 C 2.35 -0.40 -0.55  0.757
6 C -0.77 0.07 2.21  0.691
7 C 2.18 -1.23 0.63  0.094
8 C 1.07 -1.34 1.41  0.202
9 C 2.65 -4.31 4.02  -0.184
10 C 1.28 -3.92 4.26  -0.229
11 C 3.32 -3.70 2.95  -0.283
12 C 0.68 -2.95 3.44  -0.150
13 C 2.75 -2.73 2.17  0.363
14 C 1.44 -2.36 2.40  -0.151
15 N -0.11 -0.64 1.20  -0.635
16 N -3.11 2.58 -2.12  -0.458
17 N -2.21 1.23 0.34  -0.459
18 C -3.43 2.95 -3.51  -0.400
19 C -1.95 1.01 1.81  -0.309
20 C 3.55 -0.51 -3.51  -0.631
21 C 3.79 0.36 -2.30  -0.073
22 C -3.94 1.49 -1.49  -0.214
23 C -1.67 2.50 -1.75  -0.224
24 C -3.63 1.33 0.03  -0.218
25 C -1.42 2.40 -0.24  -0.235
26 H 3.09 -5.05 4.66  0.220
27 H 0.74 -4.41 5.03  0.214
28 H 4.34 -4.00 2.73  0.222
29 H -0.33 -2.63 3.62  0.230
30 H -0.23 -0.26 0.27  0.454
31 H -2.88 3.81 -3.85  0.203
32 H -3.18 2.13 -4.15  0.161
33 H -4.54 3.09 -3.66  0.200
34 H -2.77 0.49 2.26  0.227
35 H -1.85 1.96 2.30  0.212
36 H 4.19 -1.38 -3.52  0.214
37 H 3.71 0.10 -4.42  0.217
38 H 2.53 -0.86 -3.51  0.216
39 H 3.17 1.26 -2.31  0.196
40 H 4.85 0.67 -2.33  0.190
41 H -5.01 1.66 -1.61  0.204
42 H -3.70 0.55 -2.00  0.163
43 H -1.25 1.61 -2.26  0.170
44 H -1.17 3.36 -2.17  0.204
45 H -4.04 2.19 0.54  0.164
46 H -4.17 0.45 0.39  0.203
47 H -1.73 3.36 0.20  0.176
48 H -0.31 2.30 -0.04  0.220

Calculated values
- LUMO: 0.04 eV
- Energy relative to the best compared isomer or geometry (same formula, charge and spin): 305.23 kJ/mol
- E_tot: -1164.910994 hartree
- Frontier orbital gap: 8.16 eV



no.,HOMO energy (Ha)
1,-0.4264
2,-0.3420
3,-0.2985